The following is a DFT calculation (wB97M-V/def2-TZVPD) of the molecule C5H9NO4.

```
19
Properties=species:S:1:pos:R:3:nbo_charge:R:1
C 0.19745 -1.46939 1.46172 -0.3976
N 0.49277 -0.15609 0.93418 -0.6914
C -0.55762 0.63958 0.37172 -0.1810
C -0.60752 2.01683 0.99052 0.4419
O 0.16027 2.37998 1.84839 -0.5117
C -0.24291 0.70298 -1.15403 0.0001
O 0.99346 1.29511 -1.37907 -0.6849
C -0.29544 -0.74955 -1.63802 0.7798
O -1.32657 -1.34177 -1.85371 -0.5824
O 0.97924 -1.25817 -1.97709 -0.6946
H 1.06123 -1.83701 2.02863 0.2112
H -0.69197 -1.48173 2.11502 0.1790
H 0.03651 -2.19131 0.64921 0.1870
H 1.31978 0.38484 1.37532 0.4094
H -1.57404 0.21329 0.48947 0.2365
H -1.29457 2.73028 0.48706 0.1186
H -1.04282 1.25643 -1.66741 0.2095
H 1.54870 0.96488 -0.64596 0.4776
H 0.84405 -2.09918 -2.43594 0.4929
```

## Properties
LUMO energy = 0.7 eV
Net charge = 0
Gap between HOMO and LUMO = 0.362 hartree
HOMO = -9.2 eV



The following is a DFT calculation (wB97M-V/def2-TZVPD) of a cluster of 2 separate species, C5H9NO4 in total.

```
19
Properties=species:S:1:pos:R:3:nbo_charge:R:1
C -0.80236 -1.07592 1.39613 -0.7437
C -1.32188 -0.57074 0.09088 0.5285
O -2.24731 -1.03723 -0.51819 -0.5093
C -0.95750 1.00059 -0.19658 0.5327
C -2.03176 1.75572 -0.91163 -0.7304
O -0.03960 1.54111 0.37141 -0.5582
H -0.85744 -0.34420 2.19751 0.2435
H -1.27382 -2.02352 1.64761 0.2378
H 0.25534 -1.29164 1.24606 0.2633
H -1.65093 2.70824 -1.27230 0.2385
H -2.82877 1.97589 -0.20041 0.2505
H -2.45625 1.14709 -1.70628 0.2526
N 2.50338 0.26397 0.29283 -0.8378
C 2.46248 -0.66528 -0.69154 0.8745
O 3.44186 -1.02029 -1.29742 -0.6197
O 1.30517 -1.47901 -0.67736 -0.7562
H 1.62854 0.62928 0.64176 0.4210
H 3.28897 0.89245 0.29046 0.4054
H 1.58190 -2.40654 -0.70295 0.5069
```

## Properties
LUMO energy = -0.1 eV
Net charge = 0
Gap between HOMO and LUMO = 0.347 hartree
HOMO = -9.5 eV